21
Properties=species:S:1:pos:R:3 method="wB97M-V/def2-TZVPD" lumo_energy_ev="-1.31 / -2.42" de_lowest_kcal_mol=147.7 gap_ev="8.544 / 5.650"
C -2.67751 -1.54024 -0.17667
C -2.53136 -1.02141 1.15689
C -2.05644 -0.90301 -1.23829
C -1.95539 0.15386 1.36478
C -1.36896 0.25020 -1.03564
C -1.27761 0.85834 0.25101
C 2.21298 -0.11368 0.09227
C 3.73785 -0.00975 -0.04024
N 1.60602 1.04931 -0.07642
N -0.78764 1.98559 0.65643
O 1.73636 -1.21676 0.18084
F -0.36435 2.86661 -0.31383
H -3.09899 -2.46503 -0.40487
H -2.92863 -1.46811 2.08965
H -2.23656 -1.15232 -2.31716
H -1.76783 0.35742 2.42270
H -0.68850 0.50793 -1.85695
H 4.16512 -0.99605 -0.20079
H 3.82771 0.37748 -1.05111
H 4.33765 0.48433 0.72974
H 2.11607 1.99529 -0.23236

23
Properties=species:S:1:pos:R:3 method="wB97M-V/def2-TZVPD" lumo_energy_ev="0.78 / -2.16" gap_ev="5.409 / 6.297" spin_multiplicity=3
C -0.78526 -3.02364 -0.97224
C -1.09104 -1.97902 -0.17265
C 1.44372 -1.94236 -1.28987
C 0.50479 -2.94311 -1.60092
C -0.01661 -0.97442 0.08736
C -0.81734 2.09425 -1.49752
C 0.14530 1.26539 1.15849
C -0.55678 2.27915 1.93508
N 1.20875 -0.96797 -0.43534
N -1.53721 1.33238 -1.05970
N 1.32195 1.59862 0.68227
N -0.35890 0.03009 1.01101
F 0.82956 -3.91964 -2.51288
S 1.90808 3.19994 0.61836
H -1.49125 -3.71837 -1.36435
H -2.00574 -1.94353 0.37739
H 2.43545 -2.05184 -1.71805
H -0.00053 2.86511 -1.51749
H -1.43729 2.12852 2.40394
H -0.53591 3.27195 1.32619
H 0.19129 2.53342 2.73775
H 1.78886 0.93115 0.12459
H -1.14388 -0.06606 1.67859

no.,largest force on an atom (hartree/bohr),calculated total energy (eV)
1,0.0666,-16180.6299
2,0.1141,-27950.1018